1.
A structure of composition C35H24AuCl4NO4Te, computed with the ωB97M-V functional and the def2-TZVPD basis.

```
70
C35H24AuCl4NO4Te, DFT the ωB97M-V functional and the def2-TZVPD basis
Au 1.5505 -0.4090 -1.5514
Cl 7.6269 -2.3885 1.1243
C 6.4050 -1.5373 0.3057
C 6.4929 -0.0480 0.2614
Cl 7.8340 0.6977 0.9873
C 5.5457 0.7081 -0.3129
Cl 5.6143 2.4121 -0.3464
C 4.3721 0.0681 -0.8936
O 3.4467 0.6968 -1.3256
C 4.3206 -1.4629 -0.9338
O 3.4075 -1.9873 -1.4845
C 5.3982 -2.2060 -0.2715
Cl 5.2819 -3.9045 -0.2570
C -4.1699 0.0989 2.7078
C -2.7647 -0.1222 2.1830
C -1.7244 -0.5188 3.0045
C -0.4163 -0.6955 2.5457
C 0.6131 -1.1725 3.5161
O 0.3006 -1.8813 4.4558
C 2.0671 -0.7905 3.3446
C 3.0426 -1.6969 3.7426
C 4.3932 -1.3968 3.5912
C 4.7715 -0.1693 3.0599
C 3.7966 0.7571 2.6960
C 2.4513 0.4427 2.8347
C -0.0946 -0.4972 1.1805
O 1.1101 -0.6570 0.7377
C -1.1876 -0.1149 0.3303
C -2.4647 0.0770 0.8375
C -0.8546 0.0675 -1.1076
N -0.4696 -0.9383 -1.8570
C -0.7059 -2.3218 -1.3936
C -2.1736 -2.7455 -1.4690
Te -3.1488 -2.4642 -3.3677
C -4.1681 -0.7166 -2.7610
C -3.9899 0.4789 -3.4528
C -4.6010 1.6458 -3.0024
C -5.3940 1.6229 -1.8625
C -5.6004 0.4245 -1.1886
C -4.9945 -0.7437 -1.6383
C -0.9453 1.4358 -1.7313
C -1.2465 2.5495 -0.9550
C -1.2956 3.8198 -1.5260
C -1.0439 3.9863 -2.8771
C -0.7499 2.8731 -3.6642
C -0.7064 1.6138 -3.0984
H -4.2415 -0.1720 3.7619
H -4.9018 -0.4984 2.1563
H -4.4720 1.1468 2.6127
H -1.9155 -0.7031 4.0601
H 2.7249 -2.6434 4.1651
H 5.1466 -2.1138 3.9000
H 5.8264 0.0758 2.9486
H 4.0853 1.7289 2.3026
H 1.6962 1.1688 2.5558
H -3.2587 0.3750 0.1530
H -0.3630 -2.4575 -0.3659
H -0.1048 -2.9687 -2.0330
H -2.7757 -2.1832 -0.7522
H -2.2561 -3.8056 -1.2294
H -3.3621 0.5040 -4.3363
H -4.4386 2.5766 -3.5348
H -5.8527 2.5359 -1.5000
H -6.2404 0.3960 -0.3140
H -5.1690 -1.6770 -1.1151
H -1.4320 2.4299 0.1039
H -1.5195 4.6790 -0.9029
H -1.0710 4.9756 -3.3203
H -0.5505 2.9951 -4.7240
H -0.4864 0.7454 -3.7088
```

Its net charge is 0. For the electronic energy, the calculation gives -3948.229899 a.u.

Atomic partial charges in e from the natural (NBO) method, atoms 1 to 8: 0.91 0.12 -0.04 -0.03 0.12 -0.18 0.10 0.52

2.
A structure of composition C35H24BrF5N4O4SZr, computed with the ωB97M-V functional and the def2-TZVPD basis.

```
75
C35H24BrF5N4O4SZr, DFT the ωB97M-V functional and the def2-TZVPD basis
Zr -0.1866 -0.9986 -0.6192
O -1.5307 4.3053 0.1681
C -1.4804 4.2319 -1.2053
C -1.8100 5.2930 -2.0289
C -1.7634 5.1150 -3.4040
C -1.3962 3.8924 -3.9479
C -1.0645 2.8400 -3.1084
C -1.1007 3.0016 -1.7315
C -0.7264 1.9138 -0.7716
O -0.2306 0.7504 -1.4004
N -1.9130 1.4822 -0.0220
N -1.8435 0.2149 0.4924
C -2.5846 -0.0892 1.4992
C -2.7527 -1.4455 1.9603
Br -2.0213 -2.7694 0.8030
C -3.4455 -1.8537 3.0335
C -4.0015 -0.9853 4.0713
C -5.2112 -1.3603 4.6609
C -5.7957 -0.5511 5.6193
C -5.1610 0.6180 6.0188
C -3.9352 0.9750 5.4718
C -3.3542 0.1768 4.5007
H -1.7006 5.2115 0.4498
H -2.1042 6.2453 -1.6051
H -2.0175 5.9405 -4.0550
H -1.3615 3.7615 -5.0201
H -0.7589 1.8898 -3.5265
H 0.0523 2.2694 -0.0831
H -2.2901 2.2156 0.5710
H -3.1797 0.6765 1.9897
H -3.6348 -2.9166 3.1431
H -5.6999 -2.2782 4.3586
H -6.7387 -0.8378 6.0634
H -5.6104 1.2422 6.7794
H -3.4238 1.8621 5.8195
H -2.3670 0.4221 4.1277
O 7.7739 0.1497 -1.4938
C 6.6687 0.5011 -0.8157
O 6.7356 1.1394 0.1927
C 5.3466 -0.0187 -1.3160
C 4.2259 0.7392 -0.9997
C 2.9649 0.2847 -1.3432
C 2.8275 -0.9360 -1.9888
C 3.9376 -1.7033 -2.3127
C 5.1988 -1.2315 -1.9821
N 1.4907 -1.4239 -2.1819
C 1.1862 -2.2937 -3.0552
C -0.2234 -2.7177 -3.1832
C -0.6006 -3.6570 -4.1175
C -1.9594 -3.9078 -4.2918
C -2.8785 -3.2045 -3.5342
C -2.4202 -2.3124 -2.5794
N -1.1153 -2.0804 -2.3853
H 7.5511 -0.2941 -2.3215
H 4.3580 1.6733 -0.4706
H 2.1028 0.8999 -1.1240
H 3.8440 -2.6908 -2.7437
H 6.0585 -1.8568 -2.1909
H 1.9089 -2.7340 -3.7380
H 0.1458 -4.1616 -4.7149
H -2.2933 -4.6313 -5.0236
H -3.9419 -3.3467 -3.6617
H -3.1083 -1.7690 -1.9449
F 4.6656 1.0289 3.7015
C 3.9573 0.1801 2.9846
C 2.6934 0.5392 2.5347
F 2.1811 1.7342 2.7960
C 2.0091 -0.3898 1.7879
F 0.7597 -0.0282 1.2782
C 2.4636 -1.6405 1.4437
S 1.4823 -2.7144 0.4492
C 3.7317 -1.9671 1.9057
F 4.2678 -3.1447 1.6149
C 4.4718 -1.0712 2.6663
F 5.6759 -1.4039 3.0865
```

Its net charge is +2. The energy relative to the best compared isomer or geometry (same formula, charge and spin) is 11.2 kcal/mol.

Atomic partial charges in e from the Löwdin method, atoms 1 to 8: 1.55 0.05 -0.26 0.00 -0.05 -0.06 -0.02 -0.12

3.
A structure of composition C35H24Cl5N8O2STc, computed with the ωB97M-V functional and the def2-TZVPD basis.

```
76
C35H24Cl5N8O2STc, DFT the ωB97M-V functional and the def2-TZVPD basis
Tc -0.4307 -0.2010 0.0263
C 2.6245 4.1319 2.4649
C 2.9237 2.9979 1.7267
C 1.9132 2.1920 1.2290
C 0.5777 2.5033 1.4697
C 0.2777 3.6473 2.2179
C 1.2948 4.4498 2.7010
N -0.4785 1.6669 1.0126
N -1.6720 2.1219 1.3205
C -2.6962 1.3042 1.0635
C -4.0138 1.7400 1.3155
C -5.0634 0.9286 0.9899
C -4.8113 -0.3310 0.4214
C -3.5126 -0.7207 0.2363
N -2.4678 0.0605 0.5646
H 3.4157 4.7595 2.8517
H 3.9549 2.7354 1.5283
H 2.1735 1.3222 0.6546
H -0.7518 3.8945 2.4180
H 1.0421 5.3304 3.2766
H -4.1450 2.7216 1.7451
H -6.0791 1.2545 1.1656
H -5.6129 -0.9966 0.1398
H -3.2786 -1.6912 -0.1759
S -1.8978 -4.4435 0.9721
C -1.8449 -3.6136 2.4644
C -1.3589 -2.3488 2.3513
C -1.0022 -2.0187 1.0121
C -1.2609 -3.0686 0.1671
C -1.1032 -2.9286 -1.2565
C -1.2817 -3.9260 -2.2077
C -1.0980 -3.6136 -3.5398
C -0.7420 -2.3168 -3.8926
C -0.5863 -1.3771 -2.8966
N -0.7656 -1.6735 -1.6040
H -2.1688 -4.1081 3.3655
H -1.2681 -1.6894 3.1978
H -1.5561 -4.9239 -1.8954
H -1.2310 -4.3717 -4.2998
H -0.5937 -2.0316 -4.9234
H -0.3275 -0.3533 -3.1195
Cl 2.0673 -2.6458 -0.1699
C 2.0988 -1.6337 1.2453
C 1.0011 -0.8281 1.5782
C 1.0401 -0.2785 2.8669
Cl -0.3569 0.4278 3.5959
C 2.1899 -0.3167 3.6614
Cl 2.2353 0.4915 5.1709
C 3.3172 -1.0002 3.2230
Cl 4.7507 -1.0183 4.1598
C 3.2480 -1.7074 2.0278
Cl 4.5941 -2.6676 1.5382
N 4.6489 -1.3681 -1.9308
C 4.4326 -0.1610 -2.4608
N 5.3946 0.4129 -3.1862
N 3.3054 0.5237 -2.3378
C 2.2829 0.1747 -1.6577
N 1.3162 0.0574 -1.0257
H 5.5551 -1.8013 -1.9782
H 3.9672 -1.7887 -1.3175
H 6.2978 -0.0059 -3.3143
H 5.2074 1.3140 -3.5910
O 0.3601 2.5152 -1.7119
C -0.7425 2.0740 -1.9465
O -1.2175 0.9399 -1.4528
C -1.6989 2.7398 -2.8858
C -2.8075 2.0716 -3.3945
C -3.6535 2.7136 -4.2850
C -3.4044 4.0288 -4.6519
C -2.3054 4.7013 -4.1342
C -1.4474 4.0560 -3.2591
H -3.0109 1.0557 -3.0828
H -4.5111 2.1918 -4.6881
H -4.0701 4.5321 -5.3406
H -2.1167 5.7286 -4.4155
H -0.5774 4.5566 -2.8568
```

The spin multiplicity is 4. Its net charge is +1. The energy relative to the best compared isomer or geometry (same formula, charge and spin) is 25.9 kcal/mol.

Atomic partial charges in e from the Löwdin method, atoms 1 to 8: 1.71 -0.08 -0.07 -0.05 -0.28 -0.03 -0.07 -0.15

4.
A structure of composition C35H24F4N5OS4Ti, computed with the ωB97M-V functional and the def2-TZVPD basis.

```
74
C35H24F4N5OS4Ti, DFT the ωB97M-V functional and the def2-TZVPD basis
Ti 0.1339 -0.3458 -0.3370
S 0.2542 -1.7219 1.6773
C -1.2596 -2.6067 1.8657
C -1.6964 -2.9534 3.1493
C -2.8627 -3.6748 3.3372
C -3.6262 -4.0872 2.2480
C -3.2003 -3.7714 0.9693
C -2.0424 -3.0266 0.7821
S -1.4149 -2.6559 -0.8296
C -2.7636 -1.6923 -1.5338
C -2.9288 -0.3199 -0.9278
C -3.9178 0.5434 -1.3900
C -4.1477 1.7131 -0.6965
C -3.4380 1.9679 0.4714
C -2.4476 1.0839 0.8411
C -1.6300 1.2299 2.0918
S 0.1396 1.3160 1.7278
C 0.2062 2.9729 1.1075
C 0.4241 4.0328 1.9799
C 0.4717 5.3275 1.4942
C 0.3138 5.5437 0.1285
C 0.1153 4.4854 -0.7404
C 0.0592 3.1705 -0.2653
S -0.1453 1.8459 -1.3894
N -2.1636 -0.0043 0.1082
H -1.1034 -2.6443 4.0004
H -3.1761 -3.9230 4.3431
H -4.5297 -4.6632 2.3950
H -3.7601 -4.1128 0.1067
H -3.7019 -2.2257 -1.3625
H -2.6198 -1.6481 -2.6138
H -4.4906 0.2862 -2.2710
H -4.8948 2.4147 -1.0438
H -3.6302 2.8483 1.0688
H -1.7436 0.3234 2.6906
H -1.9420 2.0910 2.6789
H 0.5671 3.8311 3.0342
H 0.6498 6.1552 2.1667
H 0.3612 6.5507 -0.2663
H 0.0153 4.6637 -1.8029
F 7.3129 -0.9814 1.0364
C 6.7161 -1.6922 0.0619
C 7.5101 -2.5349 -0.6879
F 8.8128 -2.5824 -0.3553
C 7.0375 -3.3332 -1.7436
C 5.6517 -3.1878 -1.9392
C 4.8683 -2.3569 -1.1774
F 3.5344 -2.3246 -1.4443
C 5.3482 -1.5548 -0.1498
C 4.4623 -0.6732 0.6126
C 3.1816 -0.4261 0.2708
N 2.0711 -0.1316 0.0061
C 4.8570 0.0285 1.7903
N 5.1076 0.6409 2.7334
F 5.0295 -3.8723 -2.9181
C 7.8670 -4.1971 -2.5311
C 7.3365 -5.1257 -3.4585
N 6.9577 -5.9053 -4.2230
C 9.2806 -4.1839 -2.4558
N 10.4360 -4.2031 -2.4537
C 2.2647 -0.3186 -3.3786
C 0.8962 -0.9767 -3.3520
C 0.9744 -2.4667 -3.6429
C -0.0608 -0.2856 -4.3189
O 0.3366 -0.8129 -2.0463
H 2.7147 -0.4507 -4.3644
H 2.9217 -0.7799 -2.6445
H 2.1772 0.7464 -3.1634
H 1.2142 -2.6211 -4.6962
H 0.0096 -2.9389 -3.4445
H 1.7388 -2.9560 -3.0397
H 0.3582 -0.2811 -5.3262
H -0.2317 0.7447 -4.0063
H -1.0153 -0.8166 -4.3514
```

Its net charge is -1. The energy relative to the best compared isomer or geometry (same formula, charge and spin) is 0.0 kcal/mol.

Atomic partial charges in e from the Löwdin method, atoms 1 to 8: 0.49 0.64 -0.65 -0.12 -0.09 -0.09 -0.10 -0.53

5.
A structure of composition C35H25Br2CaN9O2Te, computed with the ωB97M-V functional and the def2-TZVPD basis.

```
75
C35H25Br2CaN9O2Te, DFT the ωB97M-V functional and the def2-TZVPD basis
Ca -1.7149 -1.5227 -1.5855
Br -2.0883 -6.2101 -3.6610
C -0.7526 -5.6292 -2.4586
C 0.2365 -6.5390 -2.0574
C 1.2176 -6.1626 -1.1882
Br 2.5280 -7.4342 -0.6706
C 1.2613 -4.8422 -0.6839
C 2.2405 -4.3511 0.2053
C 2.1999 -3.0486 0.6168
C 1.1751 -2.2193 0.1387
N 0.2434 -2.6366 -0.6844
C 0.2579 -3.9329 -1.1015
C -0.8073 -4.3186 -2.0043
O -1.7186 -3.4643 -2.3488
H 0.2124 -7.5473 -2.4460
H 3.0206 -5.0155 0.5515
H 2.9421 -2.6535 1.2964
H 1.1222 -1.1787 0.4420
C -2.6309 0.5849 3.9353
N -2.4079 -0.3634 2.8565
C -2.0084 -0.1163 1.6109
N -1.7646 -1.2521 0.9811
C -2.0552 -2.1893 1.9248
N -2.4389 -1.6940 3.0773
C -1.3617 0.8509 4.7120
C -1.2883 0.5866 6.0710
C -0.1091 0.8204 6.7697
C 1.0085 1.3019 6.1150
C 0.9422 1.5611 4.7467
C -0.2415 1.3446 4.0555
C 2.1312 2.0420 4.0480
N 3.2862 2.3224 4.5412
N 4.0847 2.7112 3.4782
C 3.3518 2.6362 2.4224
O 2.0909 2.2184 2.7016
C 3.7334 2.9282 1.0425
C 5.0465 3.3160 0.7779
C 5.4295 3.5814 -0.5223
C 4.5137 3.4618 -1.5605
C 3.2041 3.0866 -1.3028
C 2.2105 2.9716 -2.4351
N 1.6040 1.6542 -2.5057
C 0.3925 1.2680 -2.1034
N 0.2662 -0.0367 -2.2637
C 1.4679 -0.4020 -2.7890
N 2.3079 0.5918 -2.9511
C 2.8165 2.8187 0.0046
H -3.3977 0.1631 4.5803
H -3.0189 1.4995 3.4862
H -1.9207 0.8759 1.1962
H -1.9670 -3.2500 1.7539
H -2.1533 0.1893 6.5877
H -0.0623 0.6105 7.8297
H 1.9370 1.4762 6.6410
H -0.2781 1.5553 2.9937
H 5.7462 3.3980 1.5981
H 6.4490 3.8739 -0.7344
H 4.8240 3.6561 -2.5798
H 2.7023 3.1599 -3.3872
H 1.3981 3.6895 -2.3189
H -0.3766 1.9319 -1.7376
H 1.7191 -1.4174 -3.0487
H 1.7983 2.5160 0.2210
Te -3.3520 0.9120 -1.3618
C -4.2837 1.1781 -3.2432
C -4.2186 2.4035 -3.9037
C -4.8447 2.5814 -5.1300
C -5.5431 1.5368 -5.7188
C -5.6128 0.3131 -5.0687
C -4.9912 0.1360 -3.8401
H -3.6736 3.2246 -3.4554
H -4.7864 3.5417 -5.6275
H -6.0305 1.6760 -6.6750
H -6.1557 -0.5088 -5.5188
H -5.0647 -0.8207 -3.3375
```

Its net charge is 0. For the electronic energy, the calculation gives -8085.851638 a.u.

Atomic partial charges in e from the Löwdin method, atoms 1 to 8: 1.09 0.77 -0.61 -0.17 -0.63 0.76 -0.19 -0.03

6.
A structure of composition C35H25F2N4NiO2PS, computed with the ωB97M-V functional and the def2-TZVPD basis.

```
71
C35H25F2N4NiO2PS, DFT the ωB97M-V functional and the def2-TZVPD basis
Ni -0.7406 0.6004 0.8726
O 0.6857 2.3905 4.2192
C 0.6863 1.6492 3.2523
O -0.2422 0.8767 2.8905
C 1.9921 1.6337 2.3642
P 1.6321 0.5743 0.9187
C 2.3288 -1.0229 1.4523
C 1.1959 -1.8141 2.0108
C 1.4037 -3.2835 2.4116
C 2.7684 -3.7855 2.0642
C 3.7332 -2.9916 1.5907
C 3.5248 -1.5916 1.2533
C 2.5658 1.1533 -0.5228
C 2.9181 0.2197 -1.5007
C 3.3269 0.6346 -2.7520
C 3.3896 1.9861 -3.0514
C 3.0348 2.9214 -2.0932
C 2.6087 2.5099 -0.8439
H 2.8204 1.2483 2.9653
H 2.2259 2.6541 2.0562
H 0.6544 -1.2321 2.7608
H 1.1925 -3.5032 3.4638
H 2.9552 -4.8347 2.2481
H 4.7201 -3.3913 1.3981
H 4.3543 -1.0454 0.8218
H 2.8686 -0.8357 -1.2698
H 3.5829 -0.0873 -3.5138
H 3.7197 2.3060 -4.0289
H 3.0746 3.9758 -2.3282
H 2.3119 3.2480 -0.1111
N -0.6132 2.2280 -2.9545
C -0.7457 0.9669 -3.4834
C -0.8303 0.4988 -4.7848
C -1.0286 -0.8585 -4.9492
C -1.1187 -1.7273 -3.8571
C -1.0347 -1.2712 -2.5593
C -0.8565 0.0978 -2.3728
N -0.7927 0.8392 -1.2295
C -0.6538 2.0964 -1.5987
C -0.6223 3.1464 -0.6178
C -0.5276 4.5065 -0.7722
S -0.5975 5.2804 0.7624
C -0.7511 3.7290 1.5088
N -0.7427 2.7421 0.6840
H -0.4684 3.0805 -3.4672
H -0.7568 1.1687 -5.6280
H -1.1132 -1.2630 -5.9469
H -1.2618 -2.7816 -4.0420
H -1.1197 -1.9278 -1.7083
H -0.4370 5.0784 -1.6748
H -0.8299 3.6245 2.5744
F -6.0610 1.9139 1.4099
C -5.1055 0.9614 1.3370
C -3.7787 1.3528 1.2558
C -2.7776 0.3944 1.2045
C -3.1486 -0.9700 1.2618
C -4.4973 -1.3164 1.2715
F -4.8720 -2.6168 1.2008
C -5.4953 -0.3642 1.3074
C -2.0355 -1.9079 1.3196
C -2.1179 -3.1868 2.0051
C -1.0609 -3.9975 2.1024
C 0.2442 -3.6836 1.4534
C 0.2565 -2.2498 0.8692
N -0.9369 -1.4775 0.7899
H -3.5563 2.4102 1.2598
H -6.5356 -0.6454 1.3118
H -3.0558 -3.4431 2.4704
H -1.1241 -4.9235 2.6554
H 0.5054 -4.4681 0.7349
H 0.7591 -2.2003 -0.1053
```

The spin multiplicity is 3. Its net charge is 0. The energy relative to the best compared isomer or geometry (same formula, charge and spin) is 31.7 kcal/mol.

Atomic partial charges in e from the Löwdin method, atoms 1 to 8: 0.42 0.01 -0.76 -0.12 -0.19 1.10 -0.30 -0.22